# 1
Density functional theory data (ωB97M-V with the def2-TZVPD basis set) for 4 unconnected molecules or ions with the total composition C40H54F3N4O4P.

The spin multiplicity is 1. The HOMO energy comes out at -7.59 eV. The value obtained for the energy relative to the best compared isomer or geometry (same formula, charge and spin) is 2517.4 kJ/mol. The SMILES is CP(O)c1cc(CCC(F)=C(F)F)c2c(c1)C(=O)C(CCCCCCCCCCCCn1cccc1)=C(CCCO)C2=O.CC#N.CC#N.CC#N.

Each line ends with the Mulliken charge.
Geometry (Å):
C1 5.9605 -4.9678 -2.9804  -0.65
P1 6.1834 -3.4824 -4.1595  0.08
O1 7.8861 -3.3887 -4.5120  -0.50
C2 5.7689 -1.9379 -3.0833  0.36
C3 6.7520 -1.7243 -1.7473  -0.29
C4 6.5193 -0.4089 -0.7503  0.08
C5 7.5392 -0.2867 0.5282  -0.87
C6 7.0772 -1.1626 1.8534  -0.14
C7 6.7120 -2.7416 1.5020  0.22
F1 7.7701 -3.8152 1.4549  -0.34
C8 5.3081 -3.2191 1.1996  0.21
F2 4.8490 -4.5415 1.7340  -0.26
F3 4.3548 -2.4458 0.3604  -0.11
C9 5.3107 0.6260 -1.1434  0.16
C10 4.2789 0.4198 -2.4434  0.31
C11 4.5228 -0.8805 -3.4132  -0.73
C12 3.0738 1.5569 -2.6689  0.22
O2 2.6286 1.7077 -3.9191  -0.57
C13 2.5352 2.4570 -1.3661  0.50
C14 1.0645 3.1787 -1.2814  -0.42
C15 -0.1551 2.3529 -2.0076  0.03
C16 -1.5548 2.8499 -1.2396  -0.56
C17 -2.8054 3.1041 -2.2756  -0.21
C18 -3.8717 4.0973 -1.4542  -0.66
C19 -4.7782 3.1643 -0.4049  -0.46
C20 -6.0079 2.5508 -1.3325  -0.38
C21 -7.2247 1.9404 -0.4138  -0.45
C22 -7.6015 0.4555 -1.0774  -0.51
C23 -9.2231 0.2641 -0.8233  -0.55
C24 -9.8754 -1.0001 -1.6429  -0.65
C25 -9.0030 -2.3875 -1.5694  -0.61
N1 -9.1562 -3.1248 -0.2364  0.23
C26 -10.3891 -3.1194 0.6746  -0.24
C27 -9.9765 -4.1212 1.9420  -0.38
C28 -8.4313 -4.6596 1.6923  -0.43
C29 -7.9965 -3.9804 0.2276  -0.24
C30 3.5101 2.6273 -0.2278  -0.12
C31 3.1521 3.4927 1.1578  -0.78
C32 2.5290 2.3493 2.2073  -0.44
C33 3.6367 2.1495 3.4202  -0.03
O3 3.3676 0.8638 4.1062  -0.55
C34 5.0490 1.9724 -0.2391  0.21
O4 5.9725 2.6286 0.4678  -0.62
H1 6.6729 -5.8838 -3.2559  0.31
H2 4.8329 -5.3157 -2.8974  0.27
H3 6.2783 -4.6685 -1.8693  0.06
H4 8.3923 -2.8746 -3.7981  0.34
H5 7.6476 -2.4726 -1.5010  0.25
H6 8.5705 -0.7737 0.1752  0.34
H7 7.8009 0.8069 0.8547  0.35
H8 8.0423 -1.2141 2.5503  0.38
H9 6.1596 -0.6780 2.4267  0.09
H10 3.8369 -1.0710 -4.3437  0.33
H11 1.1279 4.2409 -1.8162  0.16
H12 0.6980 3.3870 -0.1645  0.23
H13 -0.0910 1.1969 -1.8359  -0.13
H14 -0.3139 2.5971 -3.1410  0.30
H15 -1.3482 3.9016 -0.7141  0.18
H16 -1.8588 2.1213 -0.3589  0.10
H17 -2.5210 3.6957 -3.2478  0.34
H18 -3.4359 2.1250 -2.5125  0.04
H19 -3.3030 4.8686 -0.7471  0.27
H20 -4.5400 4.7396 -2.1690  0.37
H21 -5.1902 3.7957 0.5090  0.34
H22 -4.0902 2.3049 0.0446  0.15
H23 -6.3463 3.4497 -2.0385  0.14
H24 -5.5268 1.7140 -2.0345  0.14
H25 -6.8065 1.7579 0.6705  0.30
H26 -8.1228 2.6976 -0.4609  0.28
H27 -7.3265 0.4749 -2.2368  0.29
H28 -6.9977 -0.4100 -0.5491  0.20
H29 -9.4714 0.1934 0.3191  0.22
H30 -9.7310 1.2540 -1.2358  0.34
H31 -10.9925 -1.1116 -1.2412  0.26
H32 -9.9790 -0.7096 -2.7867  0.34
H33 -7.8623 -2.2311 -1.7832  0.36
H34 -9.4064 -3.0908 -2.4437  0.24
H35 -11.3980 -2.5379 0.4903  0.21
H36 -10.6725 -4.3943 2.8510  0.28
H37 -7.7866 -5.3875 2.3790  0.27
H38 -6.9566 -4.1516 -0.3127  0.27
H39 2.3115 4.2943 0.9868  0.41
H40 4.0879 4.0246 1.6161  0.36
H41 1.4964 2.6765 2.6493  0.22
H42 2.3707 1.3066 1.6886  0.31
H43 4.7301 2.1024 3.0030  0.09
H44 3.5907 3.0241 4.2169  0.10
H45 3.1294 0.1495 3.4411  0.33
C35 2.8666 -4.8864 3.9343  -0.50
C36 1.8220 -5.1548 5.0054  0.10
N2 0.9554 -5.3774 5.8939  -0.40
H46 2.8510 -5.6868 3.1895  0.29
H47 2.6563 -3.9347 3.4387  0.21
H48 3.8610 -4.8403 4.3867  0.29
C37 5.6474 5.5431 5.0049  -0.82
C38 4.3713 5.7145 4.1970  0.46
N3 3.3127 5.8568 3.5268  -0.46
H49 6.1677 4.6339 4.6915  0.25
H50 6.3057 6.4020 4.8486  0.33
H51 5.4075 5.4672 6.0690  0.29
C39 0.1538 -2.4856 -1.3606  -0.64
C40 -0.8542 -1.6074 -2.0840  0.43
N4 -1.6903 -0.8789 -2.6841  -0.49
H52 0.0599 -2.3483 -0.2799  0.26
H53 -0.0257 -3.5365 -1.6031  0.36
H54 1.1688 -2.2178 -1.6667  0.14



# 2
Density functional theory data (ωB97M-V with the def2-TZVPD basis set) for a molecular structure, C40H55BrCeN2O4PS4SeSi.

The spin multiplicity is 2. The HOMO energy (alpha / beta) comes out at -2.15 / -2.15 eV. Its expectation value of S² is 0.75. The value obtained for the energy relative to the best compared isomer or geometry (same formula, charge and spin) is 0.0 kJ/mol. The total charge is -2.

Each line ends with the Mulliken spin population.
Geometry (Å):
Ce1 0.5806 0.6988 -0.6414  1.01
C1 -3.2423 1.3904 -0.2099  0.00
N1 -2.4467 0.2639 0.2734  0.00
C2 -2.3211 0.3063 1.7349  0.01
C3 -1.2953 -0.7152 2.2299  0.00
N2 0.0661 -0.1851 2.1438  -0.01
C4 1.0312 -1.2934 2.2448  0.00
C5 0.4195 0.7893 3.1471  0.01
C6 -0.2284 0.9227 4.3661  0.00
C7 0.2377 1.7828 5.3515  0.00
C8 1.3769 2.5356 5.1232  0.00
C9 2.0135 2.4476 3.9056  0.00
C10 1.5504 1.6016 2.8944  -0.01
S1 2.3980 1.6126 1.3850  0.00
C11 -3.0598 -0.9889 -0.1259  0.00
C12 -4.4201 -1.2049 0.0402  0.00
C13 -5.0252 -2.3961 -0.3236  0.00
C14 -4.2437 -3.4091 -0.8608  0.00
C15 -2.8935 -3.2178 -1.0222  0.00
C16 -2.2596 -2.0169 -0.6644  0.00
S2 -0.5463 -1.9301 -0.8533  -0.01
H1 -3.3906 1.2768 -1.2826  0.00
H2 -2.7046 2.3175 -0.0386  0.00
H3 -4.2240 1.4808 0.2849  0.00
H4 -3.2985 0.1003 2.2102  0.00
H5 -1.9947 1.3103 2.0255  0.00
H6 -1.3365 -1.5966 1.5852  0.00
H7 -1.5493 -1.0489 3.2479  0.00
H8 0.9637 -1.7902 3.2240  0.00
H9 2.0486 -0.9201 2.1200  0.00
H10 0.8417 -2.0248 1.4578  0.00
H11 -1.1174 0.3500 4.5856  0.00
H12 -0.2855 1.8503 6.2962  0.00
H13 1.7603 3.2003 5.8873  0.00
H14 2.8946 3.0332 3.6904  0.00
H15 -5.0396 -0.4266 0.4694  0.00
H16 -6.0889 -2.5352 -0.1779  0.00
H17 -4.6989 -4.3465 -1.1509  0.00
H18 -2.2623 -3.9976 -1.4178  0.00
O1 0.2896 2.8327 -4.2394  0.00
Se1 0.4063 1.9124 -2.9531  0.00
O2 1.6146 2.3517 -1.9229  0.00
O3 0.6228 0.3407 -3.2053  0.00
O4 -0.9084 2.0126 -1.9689  0.00
S3 5.5579 -1.9991 1.0742  0.00
P1 4.7245 -0.8276 -0.2621  0.00
S4 2.8316 -1.2098 -0.7658  0.00
C17 5.7164 -0.8794 -1.8177  0.00
C18 7.0988 -0.7877 -1.7258  0.00
C19 7.8677 -0.7602 -2.8730  0.00
C20 7.2576 -0.8257 -4.1159  0.00
C21 5.8813 -0.9355 -4.2072  0.00
C22 5.1090 -0.9650 -3.0605  0.00
C23 5.0899 0.9399 0.1171  0.00
C24 4.9457 1.8906 -0.8843  0.00
C25 5.3650 3.1874 -0.6567  0.00
C26 5.8871 3.5438 0.5759  0.00
C27 5.9928 2.6022 1.5857  0.00
C28 5.6113 1.2951 1.3509  0.00
H19 7.5529 -0.7372 -0.7446  0.00
H20 8.9454 -0.6777 -2.8056  0.00
H21 7.8581 -0.7855 -5.0165  0.00
H22 5.4057 -0.9856 -5.1778  0.00
H23 4.0310 -1.0364 -3.1172  0.00
H24 4.5004 1.6158 -1.8320  0.00
H25 5.2896 3.9228 -1.4467  0.00
H26 6.2068 4.5634 0.7520  0.00
H27 6.3798 2.8911 2.5546  0.00
H28 5.6999 0.5322 2.1132  0.00
C29 1.1404 6.1929 2.6688  0.00
C30 -0.2132 6.4368 1.9945  0.00
C31 -1.2529 5.8215 2.9385  0.00
C32 -0.4751 7.9451 1.9316  0.00
Si1 -0.2347 5.6178 0.1876  0.00
Br1 -0.4032 3.3475 0.7796  0.00
C33 1.4151 5.9220 -0.8101  0.00
C34 1.2592 5.6218 -2.3052  0.00
C35 1.9053 7.3739 -0.7008  0.00
C36 2.4985 4.9751 -0.2779  0.00
C37 -1.8771 6.0063 -0.8185  0.00
C38 -1.8516 7.4304 -1.3840  0.00
C39 -3.1187 5.8703 0.0704  0.00
C40 -2.0410 5.0306 -1.9890  0.00
H29 1.1063 6.5511 3.6978  0.00
H30 1.9511 6.7096 2.1659  0.00
H31 1.3551 5.1289 2.6971  0.00
H32 -1.1931 6.3114 3.9105  0.00
H33 -1.0510 4.7655 3.0803  0.00
H34 -2.2637 5.9331 2.5695  0.00
H35 -0.3434 8.3865 2.9196  0.00
H36 -1.4926 8.1446 1.6080  0.00
H37 0.2019 8.4447 1.2471  0.00
H38 0.6081 6.3380 -2.8039  0.00
H39 0.8826 4.6188 -2.4789  0.00
H40 2.2373 5.6780 -2.7832  0.00
H41 1.1554 8.0723 -1.0677  0.00
H42 2.8003 7.4927 -1.3112  0.00
H43 2.1590 7.6410 0.3203  0.00
H44 2.3064 3.9551 -0.6073  0.00
H45 2.5745 4.9643 0.8041  0.00
H46 3.4672 5.2654 -0.6804  0.00
H47 -1.7587 8.1687 -0.5931  0.00
H48 -2.7729 7.6255 -1.9318  0.00
H49 -1.0215 7.5606 -2.0708  0.00
H50 -3.1469 6.6525 0.8238  0.00
H51 -3.1327 4.9021 0.5613  0.00
H52 -4.0199 5.9620 -0.5358  0.00
H53 -1.3128 5.2081 -2.7727  0.00
H54 -3.0319 5.1419 -2.4307  0.00
H55 -1.9314 3.9950 -1.6812  0.00



Number 1: E_tot -2716.311770 a.u.. Number 2: E_tot -9642.120555 a.u..